Record 1
This record from the OMol25 dataset describes C15H52B4N2NaOSn2 as an isolated structure. The level of theory is ωB97M-V/def2-TZVPD.

Element x y z (Å)
Na: -0.129 -0.947 2.795
Sn: -1.893 3.882 1.380
Sn: 2.089 1.793 0.239
B: 1.792 0.474 3.187
H: 0.862 1.021 3.183
H: 1.852 -0.056 4.125
H: 1.822 -0.238 2.376
H: 2.611 1.176 3.186
B: 0.660 4.324 3.053
H: 1.475 4.495 3.738
H: -0.086 3.842 3.666
H: 0.357 5.176 2.464
H: 1.047 3.584 2.369
B: 0.353 4.090 -0.860
H: 1.078 3.811 -1.609
H: -0.112 5.036 -1.088
H: -0.398 3.316 -0.829
H: 0.861 4.193 0.086
B: -0.793 0.712 0.937
H: -1.416 0.152 1.617
H: -0.313 1.536 1.441
H: -0.036 0.093 0.481
H: -1.335 1.058 0.071
C: 4.525 1.296 -3.186
C: 3.914 -0.030 -2.707
N: 2.443 0.147 -2.661
C: 1.724 0.931 -3.637
C: 0.234 1.209 -3.309
C: 1.696 -1.143 -2.322
C: 1.630 -2.102 -3.488
H: 4.304 1.564 -4.219
H: 5.608 1.246 -3.071
H: 4.118 2.085 -2.553
H: 4.114 -0.874 -3.367
H: 4.238 -0.254 -1.691
H: 2.115 1.948 -3.595
H: 1.929 0.719 -4.686
H: 0.175 1.741 -2.359
H: -0.238 1.775 -4.111
H: -0.382 0.314 -3.208
H: 0.670 -0.945 -2.010
H: 2.200 -1.583 -1.462
H: 1.365 -3.104 -3.149
H: 2.538 -2.199 -4.083
H: 0.934 -1.713 -4.232
C: -1.022 -3.264 5.260
C: -1.522 -3.855 3.923
N: -0.800 -3.369 2.767
C: -1.651 -3.793 1.584
C: -2.811 -2.805 1.274
C: 0.483 -4.176 2.768
C: 1.423 -3.536 1.767
H: -0.925 -4.073 5.983
H: -1.735 -2.634 5.792
H: -0.018 -2.849 5.167
H: -1.531 -4.940 3.819
H: -2.566 -3.543 3.892
H: -1.058 -3.905 0.676
H: -2.106 -4.782 1.623
H: -2.493 -1.887 0.779
H: -3.438 -3.304 0.535
H: -3.333 -2.463 2.167
H: 0.314 -5.233 2.566
H: 0.998 -4.090 3.725
H: 0.974 -3.242 0.818
H: 2.303 -4.172 1.671
H: 1.795 -2.586 2.151
C: -4.984 3.573 -2.789
C: -3.857 2.659 -2.236
O: -3.225 2.872 -1.245
C: -3.511 1.391 -3.046
H: -5.307 3.285 -3.789
H: -4.664 4.615 -2.789
H: -5.851 3.580 -2.128
H: -3.141 1.412 -4.071
H: -4.299 0.646 -2.931
H: -2.644 0.918 -2.584

Atomic forces in eV per Å
-0.1 -0.5 0.4
2.9 -0.5 -0.2
-2.5 0.8 2.5
-0.3 0.9 -0.7
-3.4 2.0 -0.1
0.6 -2.2 3.4
0.3 -3.0 -3.7
3.5 2.9 -0.2
-1.1 -0.1 -0.8
2.7 1.2 2.5
-3.6 -2.0 2.4
-1.4 3.8 -2.4
1.8 -3.5 -3.3
0.0 -0.5 0.6
2.8 -1.2 -3.3
-1.5 3.6 -0.9
-3.3 -3.4 0.4
2.2 0.3 4.1
-0.7 0.9 -0.7
-2.1 -1.9 2.4
1.9 3.7 2.2
3.6 -2.8 -1.9
-2.4 1.4 -3.1
0.3 -0.5 0.3
-0.6 2.1 -0.3
-1.3 -3.4 -1.5
-0.9 2.6 0.9
0.1 -1.2 0.0
0.6 0.7 1.3
0.3 0.2 -1.3
0.0 -0.3 0.0
-0.1 0.1 0.0
0.3 0.2 0.0
0.0 -0.2 0.0
0.0 -0.3 0.0
0.6 0.2 0.1
0.2 -1.0 -0.1
-0.2 0.2 -0.2
0.3 0.3 0.1
0.1 -0.1 -0.1
0.2 0.4 0.1
0.2 0.0 -0.1
-0.2 0.2 0.0
0.4 0.0 0.4
-0.5 -0.3 0.2
0.2 -1.5 0.3
-1.1 0.8 1.3
0.0 -1.4 -1.1
-0.1 1.2 -0.5
0.9 -0.1 -0.2
-0.2 1.5 -0.9
0.6 0.2 0.2
0.3 -0.2 0.0
0.1 0.6 -0.6
-0.1 0.4 0.1
0.0 -0.2 0.8
-0.1 -0.1 -0.5
0.4 0.4 0.1
0.1 -0.3 1.0
0.4 0.0 0.0
-0.5 0.1 0.4
-0.3 -0.5 -0.1
-0.3 -0.1 -0.1
-0.4 -0.1 0.2
-0.1 -0.7 -0.2
0.0 0.1 -0.5
0.1 0.1 0.3
0.6 -0.3 0.5
-1.0 -0.4 -2.8
0.5 0.8 1.8
0.8 -0.6 0.8
0.1 -0.1 0.1
0.3 0.0 -0.1
0.0 -0.3 0.1
-0.9 0.8 -0.3
-0.3 0.2 -0.3
0.0 0.1 0.7

## Properties
* molar mass: 580.3 u
* LUMO (spin up / spin down): -7.85 / -10.04 eV
* total charge: +2
* multiplicity: 2
* E_HOMO (spin up / spin down): -0.523 / -0.523 Eh
* expectation value of S²: 0.755
* frontier orbital gap (spin up / spin down): 6.4 / 4.2 eV

Quick look at the Mulliken charges, all values in e:
1 Na 0.5978
2 Sn 1.1519
3 Sn 0.7859
4 B 0.4102
5 H -0.2548
6 H -0.1026
7 H -0.4388
8 H -0.1766
9 B 0.7862
10 H -0.0741
11 H -0.2562
12 H -0.2743
13 H -0.6913
14 B 0.9857
15 H -0.2859
16 H -0.0840
17 H -0.8156
18 H -0.2081
19 B 1.5131
20 H -0.0905
21 H -0.6938
22 H -0.3251
23 H -0.5745
24 C -1.1977
25 C -0.3268
26 N 0.4409
27 C -0.7213
28 C -1.0234
29 C -0.2715
30 C -1.2691
31 H 0.3558
32 H 0.3909
33 H 0.3448
34 H 0.3219
35 H 0.3937
36 H 0.5342
37 H 0.3637
38 H 0.1311
39 H 0.5147
40 H 0.3228
41 H 0.0154
42 H 0.5369
43 H 0.4399
44 H 0.2928
45 H 0.3352
46 C -1.4035
47 C -0.4787
48 N 0.2770
49 C -0.6432
50 C -0.9619
51 C -0.6608
52 C -0.9795
53 H 0.3551
54 H 0.3542
55 H 0.2850
56 H 0.4624
57 H 0.3991
58 H 0.4410
59 H 0.3622
60 H 0.0842
61 H 0.4197
62 H 0.2737
63 H 0.4063
64 H 0.4052
65 H 0.1523
66 H 0.4601
67 H 0.1785
68 C -1.1777
69 C 0.6373
70 O -0.4106
71 C -0.7564
72 H 0.3402
73 H 0.3376
74 H 0.3354
75 H 0.4057
76 H 0.3671
77 H -0.0766

Record 2
This record from the OMol25 dataset describes a 12-piece molecular cluster, C15H54N14O12 overall. The level of theory is ωB97M-V/def2-TZVPD.

Element x y z (Å)
N: -2.473 2.252 -1.004
C: -1.367 2.920 -1.248
N: -1.222 3.768 -0.351
O: -0.445 2.482 -2.247
H: -2.518 1.426 -1.648
H: -2.703 2.038 -0.067
H: -0.450 4.408 -0.572
H: -1.942 4.175 0.325
N: -5.316 -0.460 2.674
C: -4.921 -1.274 1.764
N: -4.123 -0.710 0.949
O: -5.344 -2.592 1.598
H: -5.886 -0.923 3.437
H: -5.147 0.534 2.719
H: -3.554 -1.178 0.227
H: -3.979 0.308 1.024
N: -2.143 -0.041 -2.323
C: -2.862 -1.102 -2.131
N: -2.621 -1.798 -1.028
O: -3.818 -1.501 -3.017
H: -2.086 0.385 -3.267
H: -1.224 -0.013 -1.841
H: -3.080 -2.692 -0.941
H: -1.722 -1.655 -0.425
N: 2.936 -3.110 -0.233
C: 2.620 -3.509 0.950
N: 3.756 -3.596 1.563
O: 1.395 -3.307 1.474
H: 2.246 -2.736 -0.846
H: 3.557 -3.736 -0.638
H: 3.706 -3.935 2.499
H: 4.749 -3.539 1.240
N: 0.046 3.873 -4.520
C: 1.247 3.701 -4.937
N: 1.940 2.906 -4.206
O: 1.861 4.383 -5.957
H: -0.611 4.537 -4.926
H: -0.276 3.396 -3.650
H: 2.922 2.592 -4.647
H: 1.640 2.401 -3.395
N: -1.305 0.123 2.842
C: -1.542 1.153 2.044
N: -0.506 1.751 1.494
O: -2.841 1.495 1.689
H: -2.165 -0.307 3.232
H: -0.423 -0.184 3.154
H: -0.663 2.579 0.878
H: 0.338 1.820 2.055
N: -0.531 -1.407 0.651
C: 0.152 -1.176 -0.443
N: 0.152 0.080 -0.784
O: 0.718 -2.106 -1.266
H: -0.480 -2.383 1.050
H: -0.918 -0.684 1.300
H: 0.730 0.316 -1.563
H: -0.185 0.765 -0.103
C: -2.699 -4.254 3.879
C: -1.922 -3.534 2.694
O: -2.527 -3.572 1.445
H: -2.944 -5.255 3.623
H: -3.667 -3.729 4.145
H: -1.993 -4.307 4.693
H: -0.924 -4.047 2.719
H: -1.692 -2.504 3.073
H: -3.278 -2.970 1.442
C: 1.977 3.498 -0.477
C: 3.289 4.005 -0.054
O: 3.658 5.317 -0.439
H: 1.801 3.545 -1.525
H: 1.166 4.114 -0.016
H: 1.716 2.489 -0.284
H: 4.038 3.321 -0.493
H: 3.367 3.903 1.015
H: 4.586 5.479 -0.204
C: 0.581 -0.301 -4.203
C: 1.982 -0.176 -3.695
O: 2.199 0.729 -2.610
H: 0.726 -0.752 -5.142
H: 0.168 0.667 -4.447
H: -0.056 -0.986 -3.671
H: 2.557 0.144 -4.593
H: 2.377 -1.065 -3.346
H: 3.129 1.031 -2.480
C: 1.960 -1.692 4.269
O: 0.870 -1.587 3.502
H: 1.838 -2.405 5.028
H: 2.024 -0.738 4.801
H: 2.726 -2.039 3.623
H: 0.999 -2.119 2.738
C: 2.834 0.107 1.005
O: 3.782 -0.640 1.730
H: 1.893 -0.133 1.512
H: 2.819 -0.192 -0.040
H: 3.243 1.133 0.953
H: 4.056 -1.426 1.268

Atomic forces in eV per Å
-0.7 -2.3 -3.7
1.1 -6.9 -6.7
3.3 8.3 4.7
-4.2 2.7 4.9
-0.6 0.6 0.9
-0.7 0.1 1.5
-0.5 0.0 0.7
1.0 -1.2 -1.9
-3.7 0.2 5.9
-2.4 -7.8 -2.3
3.0 2.0 -3.4
2.4 5.8 1.5
0.8 1.3 -1.4
0.2 -0.4 -0.1
-1.0 0.1 0.2
0.2 -1.2 0.1
2.8 2.9 -1.8
-6.4 -4.5 -5.3
1.8 -0.8 1.7
4.3 2.0 4.1
-0.4 -0.8 0.9
-0.9 0.1 -0.6
0.0 -0.1 -0.3
-2.6 -0.7 -1.5
-0.6 0.7 -4.3
-6.2 3.8 2.2
3.8 -2.5 5.1
5.1 -1.7 -1.2
-1.3 0.2 -0.5
1.6 -0.8 -1.3
0.1 -0.3 0.7
-2.0 0.0 -0.3
-4.8 0.9 1.1
3.9 5.3 -6.4
6.4 -3.6 0.1
-3.1 -3.1 3.9
0.9 -0.3 -0.1
0.3 0.3 -0.8
-3.3 1.3 1.5
-0.4 -0.1 0.0
-3.4 0.2 0.8
-6.7 1.2 -0.9
1.5 2.0 -0.5
6.1 -0.8 1.7
1.1 0.4 -0.3
1.6 -0.7 0.6
0.0 -0.8 0.9
0.0 -0.3 -0.3
-0.5 -2.8 3.2
3.6 -4.1 -3.7
0.2 1.8 -0.2
-2.8 3.9 3.5
0.0 1.4 -0.8
0.7 -1.3 -1.2
0.5 0.8 -0.3
0.5 -0.3 -0.7
-0.5 1.9 -1.1
0.4 -0.7 2.7
0.8 -0.1 -0.3
-0.2 -0.9 -0.5
1.2 -0.5 -0.2
0.0 0.2 0.6
-0.8 0.4 -0.8
-0.3 -0.4 -0.5
-0.9 -0.3 0.2
-2.2 2.2 -0.2
2.4 -1.1 0.1
-0.7 0.4 -0.2
0.1 0.5 -1.0
0.8 -0.4 -0.2
0.4 -1.2 0.8
0.0 0.0 0.2
0.1 0.0 0.7
-0.6 -0.3 -0.1
0.1 0.3 0.5
1.2 1.5 -1.4
0.2 1.0 0.9
0.0 -0.8 -1.4
-0.4 0.3 0.3
-0.3 0.2 0.6
0.1 0.0 0.7
0.6 -2.3 0.3
-1.0 -0.8 -0.5
1.1 0.8 1.4
-3.8 1.5 -0.9
-0.3 -1.4 1.3
1.2 0.0 -0.2
1.7 0.5 0.0
0.1 -1.3 -1.5
1.0 -0.3 -0.3
0.9 0.1 0.7
-0.3 1.0 -0.4
-0.4 -0.3 -0.1
-1.0 0.0 0.6
-0.2 -0.2 -0.4

## Properties
* molar mass: 622.7 u
* LUMO: -0.41 eV
* energy above the lowest of the compared OMol25 structures with the same formula, charge and spin: 62.71 kcal/mol
* total charge: 0
* SMILES: NC(N)=O.NC(N)=O.NC(N)=O.NC(N)=O.NC(N)=O.NC(N)=O.NC(N)=O.CCO.CCO.CCO.CO.CO
* multiplicity: 1
* E_HOMO: -0.306 Eh
* frontier orbital gap: 7.9 eV

Quick look at the Mulliken charges, all values in e:
1 N -0.3596
2 C -0.2230
3 N -0.4037
4 O -0.7421
5 H 0.3794
6 H 0.4409
7 H 0.3198
8 H 0.2937
9 N -0.3519
10 C 0.5236
11 N 0.0834
12 O -0.7243
13 H 0.2872
14 H 0.1882
15 H -0.2036
16 H 0.2240
17 N 0.2660
18 C 0.4619
19 N -0.0820
20 O -0.8166
21 H 0.3734
22 H -0.5569
23 H 0.2396
24 H 0.1797
25 N -0.1844
26 C -0.0362
27 N -0.3123
28 O -0.5201
29 H 0.1153
30 H 0.2458
31 H 0.2365
32 H 0.2574
33 N -0.2721
34 C 0.3649
35 N -0.0016
36 O -0.7934
37 H 0.2117
38 H 0.5966
39 H 0.2303
40 H -0.2557
41 N -0.2609
42 C 0.3276
43 N -0.2748
44 O -0.9070
45 H 0.2610
46 H 0.1825
47 H 0.2071
48 H 0.2429
49 N 3.5670
50 C -0.7475
51 N 5.0915
52 O -0.9342
53 H -0.2100
54 H -1.6349
55 H -1.3750
56 H -2.5557
57 C -1.3191
58 C 0.6339
59 O -0.5567
60 H 0.3659
61 H 0.2509
62 H 0.4326
63 H 0.2164
64 H -0.3177
65 H 0.0330
66 C 0.5554
67 C -0.9550
68 O -0.5412
69 H 0.2519
70 H 0.0853
71 H -0.4573
72 H 0.3780
73 H 0.3575
74 H 0.3336
75 C -0.9091
76 C -0.5748
77 O -0.8363
78 H 0.5476
79 H 0.0852
80 H 0.2185
81 H 0.4190
82 H 0.5849
83 H 0.2884
84 C -0.6951
85 O -0.4789
86 H 0.2354
87 H 0.2919
88 H 0.1852
89 H 0.2752
90 C 0.1656
91 O -0.6290
92 H -0.0463
93 H 0.0204
94 H 0.0859
95 H 0.3597

Record 3
This record from the OMol25 dataset describes a 12-piece molecular cluster, C15H54N18O15 overall. The level of theory is ωB97M-V/def2-TZVPD.

Element x y z (Å)
N: -18.487 -7.599 -7.694
C: -18.189 -7.438 -9.018
N: -18.727 -6.324 -9.618
O: -17.552 -8.301 -9.638
H: -19.187 -7.034 -7.323
H: -18.240 -8.509 -7.438
H: -18.589 -6.157 -10.630
H: -19.178 -5.601 -9.074
N: -18.542 -7.898 0.697
C: -19.219 -8.591 -0.263
N: -19.580 -9.901 -0.244
O: -19.555 -7.948 -1.337
H: -18.281 -6.952 0.531
H: -17.966 -8.326 1.407
H: -19.272 -10.553 0.578
H: -19.922 -10.429 -1.053
N: -16.654 -12.725 -4.196
C: -15.507 -12.135 -3.672
N: -15.446 -11.915 -2.350
O: -14.599 -11.739 -4.377
H: -17.147 -13.423 -3.606
H: -16.719 -12.801 -5.154
H: -16.298 -11.922 -1.875
H: -14.780 -11.276 -1.973
N: -19.954 -12.359 -4.420
C: -20.601 -11.747 -3.361
N: -21.369 -10.686 -3.736
O: -20.461 -11.940 -2.177
H: -19.492 -13.219 -4.225
H: -20.083 -12.045 -5.385
H: -21.313 -10.042 -4.534
H: -21.621 -10.249 -2.871
N: -19.444 -5.045 -5.252
C: -20.577 -5.054 -5.960
N: -21.250 -3.877 -5.958
O: -21.043 -6.097 -6.469
H: -18.987 -5.989 -5.223
H: -19.206 -4.416 -4.510
H: -22.223 -3.881 -5.941
H: -20.857 -2.999 -5.583
N: -17.914 -9.529 -3.249
C: -17.527 -8.938 -4.396
N: -17.330 -9.749 -5.511
O: -17.576 -7.662 -4.464
H: -17.850 -10.530 -3.224
H: -18.399 -8.855 -2.634
H: -16.579 -9.371 -6.093
H: -17.410 -10.820 -5.411
N: -15.770 -10.687 -8.086
C: -16.835 -11.516 -8.071
N: -17.900 -11.132 -8.748
O: -16.864 -12.544 -7.404
H: -15.853 -9.739 -8.398
H: -15.025 -10.898 -7.453
H: -17.827 -10.208 -9.157
H: -18.489 -11.871 -9.161
N: -19.677 -3.277 -1.475
C: -19.130 -2.260 -2.189
N: -18.461 -1.322 -1.418
O: -19.400 -2.118 -3.348
H: -19.855 -4.057 -2.114
H: -19.183 -3.606 -0.552
H: -18.014 -0.577 -1.942
H: -18.150 -1.543 -0.489
N: -15.647 -5.193 -1.193
C: -16.909 -5.585 -0.938
N: -17.575 -6.126 -1.997
O: -17.408 -5.347 0.203
H: -15.131 -4.980 -0.377
H: -15.234 -5.407 -2.057
H: -18.429 -6.665 -1.808
H: -17.048 -6.491 -2.797
O: -15.175 -6.576 -3.806
C: -14.181 -7.682 -3.702
C: -13.684 -8.061 -5.108
O: -14.803 -8.420 -5.995
H: -15.986 -6.943 -4.194
H: -13.327 -7.223 -3.168
H: -14.600 -8.563 -3.253
H: -12.985 -8.916 -5.151
H: -13.106 -7.185 -5.572
H: -15.067 -7.604 -6.479
O: -23.752 -6.618 -4.614
C: -23.832 -8.064 -4.486
C: -23.063 -8.661 -5.739
O: -21.697 -8.756 -5.602
H: -23.991 -6.261 -3.719
H: -23.495 -8.420 -3.506
H: -24.918 -8.270 -4.591
H: -23.352 -8.015 -6.550
H: -23.454 -9.711 -5.933
H: -21.297 -7.874 -5.586
O: -16.184 -5.853 -6.256
C: -16.139 -4.440 -6.161
C: -14.674 -4.114 -5.850
O: -14.326 -2.740 -5.607
H: -17.031 -6.148 -6.588
H: -16.573 -3.971 -7.000
H: -16.783 -4.146 -5.295
H: -14.100 -4.500 -6.718
H: -14.334 -4.717 -5.025
H: -14.793 -2.327 -4.886

Atomic forces in eV per Å
1.8 0.9 -2.3
-0.6 -0.1 -0.8
0.5 0.1 -0.8
-0.1 0.6 0.3
-1.7 0.4 1.2
-0.2 -1.3 1.4
0.0 -0.4 1.4
0.1 -0.3 -0.2
-0.5 -2.4 0.5
-0.6 1.6 -3.2
1.6 -1.9 3.5
0.4 -1.1 2.0
0.0 1.2 -0.6
-0.4 -0.4 -0.1
-0.8 1.9 -2.2
0.0 0.6 0.1
-0.3 -0.3 4.1
0.8 0.6 -1.8
-0.3 -0.7 1.0
0.1 0.0 -0.7
0.6 0.9 -0.9
0.2 -0.6 -2.6
-1.3 -0.1 1.0
0.5 0.1 -0.3
-0.4 0.2 0.5
0.3 2.1 -3.1
-0.5 0.0 0.5
0.8 -1.7 1.6
0.2 -0.3 -0.2
0.0 -0.4 0.9
0.3 -0.5 0.0
-0.4 0.7 0.0
2.1 -2.6 -0.3
-1.6 -0.5 0.9
1.3 1.7 0.0
0.8 0.8 -0.1
-0.4 1.4 0.3
-0.2 0.6 0.0
-1.7 -0.4 -0.4
0.0 -1.2 -0.1
0.6 1.0 -0.7
-1.6 0.8 -0.8
0.1 -0.7 1.0
0.6 -2.0 -0.4
-0.5 -0.1 0.5
0.0 -1.1 0.3
-0.1 -0.6 0.2
0.5 2.6 -0.1
0.5 0.2 0.0
0.6 -0.8 1.4
-1.9 0.5 -1.7
0.5 -1.0 0.6
0.0 0.2 -0.4
0.1 0.0 0.3
-0.4 -0.1 -0.7
0.5 1.0 0.6
1.2 -2.4 2.3
-0.1 0.9 2.6
0.0 0.0 -1.1
0.2 0.3 -2.4
-0.1 0.2 0.7
-1.2 0.8 -2.5
-0.1 -0.3 0.4
0.1 0.0 -0.1
-0.6 0.3 0.8
-0.9 0.5 0.5
-0.1 -0.1 0.2
0.1 -0.7 -1.5
0.6 0.3 0.4
0.7 -0.5 -1.2
0.1 0.3 0.2
-0.2 0.4 0.7
1.7 -1.4 0.8
-0.2 1.9 -1.6
0.0 0.8 -1.5
0.9 0.9 0.2
-0.1 -0.2 -0.5
-0.5 -0.6 0.1
-0.2 -0.3 0.6
-0.5 0.3 0.5
-0.9 -1.0 0.6
0.2 -0.4 0.7
0.1 -0.1 1.9
-0.5 0.4 -1.6
-2.4 -0.9 1.5
1.2 0.0 0.1
0.4 -0.3 -1.4
0.3 0.0 -0.3
0.6 -0.5 0.0
0.0 0.2 -0.6
0.4 1.2 0.2
-0.1 0.3 -0.3
0.5 0.0 -0.6
0.0 -0.3 2.6
0.2 0.3 -0.6
0.2 -0.5 -1.3
-0.4 -0.2 -0.1
-0.1 0.7 -1.3
0.4 0.1 -0.3
0.0 0.8 0.3
-0.3 -0.3 0.4
-0.5 -0.4 0.4

## Properties
* molar mass: 726.7 u
* LUMO: 0.29 eV
* energy above the lowest of the compared OMol25 structures with the same formula, charge and spin: 11.69 kcal/mol
* total charge: 0
* SMILES: NC(N)=O.NC(N)=O.NC(N)=O.NC(N)=O.NC(N)=O.NC(N)=O.NC(N)=O.NC(N)=O.NC(N)=O.OCCO.OCCO.OCCO
* multiplicity: 1
* E_HOMO: -0.357 Eh
* frontier orbital gap: 10.0 eV

Here are the Mulliken charges for atoms 1 to 99, given in e:
1 N 0.0824
2 C 0.6997
3 N -0.3972
4 O -0.8089
5 H 0.1499
6 H -0.3165
7 H 0.2492
8 H 0.1493
9 N -0.3045
10 C 0.6551
11 N -0.2665
12 O -0.8120
13 H 0.1935
14 H 0.1879
15 H 0.2080
16 H 0.1291
17 N -0.2824
18 C 0.4884
19 N -0.4218
20 O -0.5664
21 H 0.2036
22 H 0.0957
23 H 0.2157
24 H 0.2323
25 N -0.2545
26 C 0.4327
27 N -0.1415
28 O -0.7842
29 H 0.1946
30 H 0.1750
31 H 0.3684
32 H 0.1785
33 N 0.0708
34 C 0.6135
35 N -0.4395
36 O -0.7596
37 H -0.5126
38 H 0.1045
39 H 0.2559
40 H 0.1754
41 N 0.8246
42 C -1.0818
43 N 1.0732
44 O 0.5062
45 H -0.1086
46 H -0.0028
47 H 0.2594
48 H -0.4924
49 N -0.3516
50 C 0.5097
51 N -0.1928
52 O -0.7717
53 H 0.2247
54 H 0.2466
55 H 0.1883
56 H 0.2457
57 N -0.4457
58 C 0.5906
59 N -0.4420
60 O -0.5978
61 H 0.2181
62 H 0.2476
63 H 0.2355
64 H 0.2023
65 N -0.2871
66 C 0.3467
67 N 0.2235
68 O -0.9130
69 H 0.2383
70 H 0.2693
71 H 0.2476
72 H 0.2175
73 O -0.3070
74 C -0.3265
75 C -0.6569
76 O -0.3469
77 H -0.3846
78 H 0.4571
79 H 0.1378
80 H 0.4196
81 H 0.2452
82 H 0.1753
83 O -0.5066
84 C -0.3771
85 C -0.6212
86 O -0.4849
87 H 0.3006
88 H 0.2588
89 H 0.3032
90 H 0.4261
91 H 0.3760
92 H 0.1878
93 O -0.3842
94 C -0.1195
95 C -0.4167
96 O -0.5789
97 H 0.1166
98 H 0.5073
99 H -0.0131

The highest total charge belongs to which entry?
C15H52B4N2NaOSn2

Which value of multiplicity does entry 1 give?
2

Among the records above, which one has the highest molar mass?
C15H54N18O15

Among the records above, which one has the lowest molar mass?
C15H52B4N2NaOSn2